Entry 1:
{
  "formula": "C4H5NO2",
  "method": "the ωB97M-V functional and the def2-TZVPD basis",
  "multiplicity": 1,
  "smiles": "O=C[C@H]1CN=CO1",
  "mol_weight_g_mol": 99.09,
  "energy_ev": -9813.097,
  "total_charge": 0,
  "gap_ev": 10.565,
  "e_above_lowest_kcal_mol": 28.1,
  "symbols": ["C", "H", "C", "H", "H", "N", "C", "H", "H", "O", "O", "C"],
  "coordinates": [[-1.676, -0.269, 0.118], [-0.663, 0.857, -1.394], [0.568, 0.922, 0.451], [1.030, 1.818, 0.023], [2.012, -1.888, -0.289], [1.609, -0.082, 0.693], [1.406, -0.998, -0.153], [0.057, 1.210, 1.374], [-1.967, -1.301, -0.165], [-2.327, 0.403, 0.879], [0.347, -0.903, -1.004], [-0.396, 0.233, -0.534]]
}


Entry 2:
{
  "formula": "H2INS",
  "method": "the ωB97M-V functional and the def2-TZVPD basis",
  "multiplicity": 1,
  "mol_weight_g_mol": 174.99,
  "energy_ev": -20455.160,
  "total_charge": 0,
  "gap_ev": 8.225,
  "e_above_lowest_kcal_mol": 71.8,
  "symbols": ["I", "H", "S", "N", "H"],
  "coordinates": [[-3.049, -0.289, 0.218], [-1.615, -0.697, 0.308], [2.116, 0.294, 0.007], [0.897, -0.058, 0.842], [1.652, 0.750, -1.374]]
}


Entry 3:
{
  "formula": "C18H28AsBr2N2NiO2Si2",
  "method": "the ωB97M-V functional and the def2-TZVPD basis",
  "multiplicity": 1,
  "mol_weight_g_mol": 654.03,
  "energy_ev": -283922.345,
  "total_charge": -1,
  "gap_ev": 6.118,
  "e_above_lowest_kcal_mol": 0.0,
  "symbols": ["C", "As", "N", "C", "H", "H", "C", "H", "C", "H", "C", "C", "C", "H", "C", "H", "H", "Si", "H", "O", "C", "H", "C", "N", "H", "H", "H", "H", "H", "H", "H", "H", "C", "C", "Br", "H", "Br", "H", "C", "C", "H", "C", "H", "O", "Si", "H", "H", "C", "C", "H", "Ni", "H", "C", "H", "H", "H"],
  "coordinates": [[1.974, 1.468, -1.175], [-0.147, 1.104, 2.315], [0.643, 1.538, -0.862], [-0.129, -2.267, -1.218], [2.010, -2.394, 4.007], [0.950, -2.415, -1.336], [3.955, 2.319, -2.293], [3.251, 2.857, 2.575], [2.893, 0.629, 4.157], [2.681, 3.195, 0.941], [-0.225, 4.447, 1.544], [-0.493, -0.812, -1.462], [2.554, 3.464, 1.995], [-1.134, 2.518, -1.025], [-0.088, 2.528, -1.304], [2.209, 4.318, -3.017], [0.198, 0.844, 5.877], [1.186, -0.071, 3.797], [0.916, 4.828, 4.416], [2.137, -0.521, 0.088], [0.336, -0.162, 5.470], [-1.293, 4.213, 1.565], [-0.444, -2.551, 0.211], [-0.441, -3.828, 0.660], [0.007, -0.442, -2.359], [3.510, 0.632, 3.254], [-0.431, -3.958, 1.659], [0.001, -4.531, 0.096], [0.929, -0.747, 6.184], [1.341, 3.199, 4.970], [-0.629, -3.008, -1.857], [-1.575, -0.694, -1.593], [1.770, 3.533, -2.417], [0.661, 3.765, 4.326], [5.095, -1.231, -0.507], [0.097, 4.468, 0.502], [4.844, 3.629, -3.349], [-0.192, 4.372, -2.413], [2.713, 0.306, -0.650], [1.482, -1.828, 3.231], [5.710, 1.134, -2.111], [4.062, 0.252, -1.069], [2.076, -1.828, 2.312], [-0.721, -1.622, 0.976], [0.776, 3.198, 2.534], [0.532, -2.316, 3.014], [-0.084, 5.450, 1.962], [4.665, 1.233, -1.851], [0.450, 3.563, -2.089], [2.850, 1.651, 4.540], [-0.036, 0.067, 0.151], [-0.352, 3.614, 4.706], [2.585, 2.462, -1.976], [-0.653, -0.617, 5.378], [2.828, 4.518, 2.118], [3.388, 0.006, 4.911]]
}


Entry 4:
{
  "formula": "C10H14O2",
  "method": "the ωB97M-V functional and the def2-TZVPD basis",
  "multiplicity": 1,
  "smiles": "C[C@H]1OC[C@@H]1O.CC#CC#CC",
  "mol_weight_g_mol": 166.22,
  "energy_ev": -14687.411,
  "total_charge": 0,
  "gap_ev": 9.677,
  "e_above_lowest_kcal_mol": 108.7,
  "symbols": ["C", "H", "H", "O", "C", "C", "C", "C", "H", "H", "H", "H", "O", "H", "H", "H", "C", "C", "C", "H", "H", "H", "H", "C", "H", "C"],
  "coordinates": [[4.809, -0.296, 0.049], [0.389, -1.197, -0.660], [6.941, 1.929, 0.837], [-2.179, 0.339, -0.592], [-3.854, -0.355, 0.507], [2.418, -1.265, -0.038], [5.875, 0.257, 0.086], [1.099, -1.902, -0.186], [-3.123, 2.934, -0.562], [7.269, 1.512, -0.871], [-5.189, -1.327, -0.495], [-4.674, 2.541, 0.192], [-5.038, -1.079, 0.426], [1.165, -2.816, -0.808], [-3.735, -0.035, 1.559], [-2.726, -1.682, -0.833], [3.506, -0.780, -0.005], [-3.625, 2.225, 0.112], [-3.537, 0.825, -0.422], [-4.088, 0.705, -1.371], [7.985, 0.508, 0.432], [-3.131, 2.317, 1.103], [0.698, -2.181, 0.817], [7.082, 1.079, 0.132], [-1.786, -1.313, 0.637], [-2.553, -0.942, -0.045]]
}